Entry 1:
Formula: C37H30N4O3S4Sn
Source: the Open Molecules 2025 dataset
Level of theory: wB97M-V/def2-TZVPD

Properties
Net charge ... 0
Relative energy (zero: lowest compared OMol25 entry of this formula, charge and spin) ... 0.0000 eV
Gap between HOMO and LUMO ... 7.6 eV
E_tot ... -100133.285 eV
LUMO level ... -0.038 hartree

Last column: Mulliken charge in e.
Atoms and positions in Å:
Sn  -0.49  -1.07  0.27  1.908
C  2.58  -2.55  -1.36  -0.986
C  1.98  -1.98  -2.62  1.439
C  2.79  -1.77  -3.73  -0.933
C  2.25  -1.31  -4.92  -0.943
C  0.90  -1.02  -5.00  -0.885
C  0.07  -1.19  -3.90  1.022
C  -1.38  -0.81  -4.01  -1.777
C  0.62  -1.70  -2.72  -0.190
N  -0.26  -2.06  -1.63  0.552
C  -1.12  -3.05  -1.96  -0.584
O  -1.08  -3.78  -2.93  -0.680
C  -2.25  -3.23  -0.99  0.793
C  -3.29  -4.13  -1.15  -0.628
C  -4.27  -4.17  -0.17  -0.386
C  -4.19  -3.33  0.94  -0.747
C  -3.11  -2.47  1.01  0.793
N  -2.20  -2.44  0.07  0.032
C  -2.88  -1.50  2.12  -0.447
O  -3.67  -1.48  3.06  -0.661
N  -1.79  -0.71  1.98  0.635
C  -1.78  0.40  2.89  -0.157
C  -0.76  0.50  3.83  1.151
C  0.26  -0.59  3.98  -0.829
C  -0.72  1.62  4.65  -0.990
C  -1.69  2.60  4.58  -0.986
C  -2.74  2.45  3.68  -0.580
C  -2.81  1.36  2.82  0.371
C  -3.92  1.28  1.82  -1.472
H  3.60  -2.88  -1.54  0.563
H  1.99  -3.39  -0.98  0.263
H  2.60  -1.79  -0.58  -0.085
H  3.84  -2.00  -3.66  0.375
H  2.89  -1.18  -5.79  0.437
H  0.48  -0.64  -5.92  0.411
H  -1.52  -0.11  -4.83  0.510
H  -1.74  -0.33  -3.10  0.183
H  -2.00  -1.68  -4.20  0.328
H  -3.29  -4.76  -2.03  0.586
H  -5.11  -4.85  -0.27  0.452
H  -4.92  -3.33  1.73  0.594
H  -0.21  -1.57  3.99  0.296
H  0.82  -0.46  4.90  0.480
H  0.97  -0.57  3.16  -0.308
H  0.08  1.71  5.38  0.426
H  -1.65  3.46  5.23  0.413
H  -3.52  3.21  3.62  0.433
H  -4.37  2.26  1.67  0.470
H  -4.70  0.60  2.16  0.410
H  -3.56  0.92  0.85  0.212
S  2.78  -3.17  2.75  -0.354
C  1.50  -2.77  1.91  0.681
N  0.52  -2.52  1.28  -0.822
O  0.77  0.27  -0.45  -0.585
C  1.34  1.60  -0.28  2.324
C  2.28  1.79  -1.45  -0.901
C  3.63  2.00  -1.43  -0.436
C  4.19  2.14  -2.72  -0.836
C  3.26  2.00  -3.70  -0.593
S  1.70  1.71  -3.07  0.195
C  2.15  1.65  0.99  0.113
C  2.78  0.63  1.62  -0.355
C  3.52  1.05  2.76  -0.701
C  3.44  2.39  2.96  -0.828
S  2.45  3.15  1.79  -0.173
C  0.29  2.69  -0.32  -0.859
C  0.28  3.84  -1.04  -0.497
C  -0.85  4.66  -0.75  -1.118
C  -1.67  4.10  0.19  -0.622
S  -1.04  2.61  0.75  0.741
H  4.19  2.08  -0.51  0.599
H  5.24  2.32  -2.91  0.412
H  3.40  2.04  -4.77  0.526
H  2.76  -0.39  1.27  0.276
H  4.10  0.38  3.39  0.447
H  3.90  2.99  3.73  0.459
H  1.04  4.11  -1.76  0.669
H  -1.05  5.61  -1.22  0.480
H  -2.59  4.48  0.60  0.476



Entry 2:
Formula: C37H31As2BiN8O7S2
Source: the Open Molecules 2025 dataset
Level of theory: wB97M-V/def2-TZVPD

Properties
Net charge ... 0
Relative energy (zero: lowest compared OMol25 entry of this formula, charge and spin) ... 0.3589 eV
Gap between HOMO and LUMO ... 6.4 eV
E_tot ... -214309.589 eV
LUMO level ... -0.056 hartree

Last column: Mulliken charge in e.
Atoms and positions in Å:
Bi  -1.28  -1.22  -0.57  2.119
S  -0.49  -7.27  4.60  0.183
N  0.51  -6.02  4.26  -0.646
C  -0.21  -5.12  3.55  0.949
C  0.31  -3.89  3.00  0.331
C  1.51  -3.34  3.39  -0.515
C  1.95  -2.14  2.77  -1.315
C  1.13  -1.59  1.81  -0.243
N  -0.02  -2.17  1.43  0.136
C  -0.52  -3.22  2.05  0.175
C  -1.79  -3.78  1.59  -0.082
N  -2.38  -3.26  0.55  -0.245
C  -3.59  -3.74  0.14  -0.209
C  -4.25  -4.70  0.90  -0.672
C  -3.66  -5.32  1.99  -0.518
C  -2.45  -4.81  2.37  -0.336
C  -1.51  -5.56  3.23  0.538
N  -1.81  -6.79  3.79  -0.610
H  2.04  -3.84  4.17  0.590
H  2.89  -1.68  3.03  0.562
H  1.44  -0.73  1.20  0.617
H  -4.02  -3.37  -0.81  0.409
H  -5.24  -5.04  0.58  0.359
H  -4.21  -6.10  2.57  0.428
O  -4.05  4.34  -1.29  -0.573
C  -3.52  3.31  -0.85  0.168
C  -1.99  3.08  -0.51  -0.124
O  -1.08  3.90  -0.36  -0.507
C  -1.94  1.63  -0.39  0.932
C  -3.17  0.99  -0.39  0.757
O  -3.28  -0.29  -0.15  -0.880
C  -4.30  1.94  -0.54  0.260
O  -5.50  1.76  -0.39  -0.615
O  -0.80  0.96  -0.23  -0.466
C  0.85  2.05  5.04  -1.070
As  -0.17  2.42  3.30  0.617
C  -1.98  2.88  4.00  -1.264
C  0.54  4.21  2.89  0.317
C  0.02  5.32  3.53  -0.215
C  0.04  6.57  2.88  -0.683
C  0.74  6.73  1.73  -0.723
C  1.39  5.64  1.10  -0.395
C  1.26  4.37  1.67  -0.311
As  2.17  2.79  0.81  0.407
C  4.04  3.72  0.65  -1.477
C  1.73  3.31  -1.04  -1.096
H  1.48  2.92  5.33  0.290
H  1.49  1.13  4.88  0.251
H  0.15  1.86  5.81  0.400
H  -1.88  3.53  4.88  0.395
H  -2.47  1.96  4.32  0.375
H  -2.63  3.36  3.24  0.330
H  -0.36  5.33  4.55  0.403
H  -0.47  7.41  3.34  0.411
H  0.92  7.70  1.25  0.320
H  2.03  5.77  0.24  0.316
H  4.06  4.50  -0.10  0.392
H  4.69  2.92  0.42  0.485
H  4.19  4.10  1.66  0.391
H  2.64  3.46  -1.62  0.553
H  1.11  4.16  -1.15  0.433
H  1.11  2.46  -1.46  0.028
N  5.34  0.17  -5.60  -0.486
C  4.33  -0.41  -4.86  0.998
C  3.26  -1.05  -5.52  -0.785
C  2.29  -1.78  -4.77  -0.645
C  2.30  -1.61  -3.38  -0.014
C  3.37  -1.02  -2.70  -0.322
C  4.39  -0.45  -3.44  -0.739
S  1.13  -2.52  -2.48  1.061
O  0.99  -3.90  -2.94  -0.683
O  1.33  -2.23  -1.06  -0.455
N  -0.15  -1.56  -2.82  -0.288
C  -1.21  -1.85  -3.60  0.328
N  -2.34  -1.25  -3.15  -0.266
C  -3.43  -1.51  -3.88  -0.183
C  -3.49  -2.36  -4.97  -0.899
C  -2.24  -2.84  -5.36  -0.213
N  -1.12  -2.54  -4.76  -0.415
H  5.37  -0.11  -6.55  0.186
H  5.98  0.81  -5.17  0.194
H  3.25  -1.01  -6.62  0.263
H  1.50  -2.40  -5.21  0.477
H  3.35  -1.02  -1.60  0.462
H  5.28  -0.07  -2.93  0.280
H  -4.32  -0.93  -3.59  0.444
H  -4.41  -2.65  -5.45  0.412
H  -2.14  -3.40  -6.27  0.455



Entry 3:
Formula: C37H31BrCrF4N12OP
Source: the Open Molecules 2025 dataset
Level of theory: wB97M-V/def2-TZVPD

Properties
Spin multiplicity ... 5
<S²> ... 6.084
Net charge ... -1
Relative energy (zero: lowest compared OMol25 entry of this formula, charge and spin) ... 0.5977 eV
Gap between HOMO and LUMO (alpha / beta) ... 3.7 / 7.1 eV
E_tot ... -177424.650 eV
LUMO level (alpha / beta) ... 0.071 / 0.071 hartree

Last column: Mulliken spin population.
Atoms and positions in Å:
Cr  0.02  0.26  0.15  3.288
C  3.70  1.60  -1.60  0.017
C  3.25  2.55  -2.56  0.285
C  1.89  2.77  -2.69  -0.150
C  0.98  2.06  -1.90  0.306
N  1.43  1.08  -1.02  0.107
C  2.76  0.92  -0.87  0.104
C  -0.45  2.26  -1.88  0.021
C  -1.16  3.13  -2.73  0.104
C  -2.53  3.25  -2.62  -0.053
C  -3.22  2.53  -1.65  0.130
C  -2.53  1.67  -0.81  -0.055
C  -1.15  1.50  -0.92  -0.141
H  4.75  1.42  -1.42  0.008
H  3.96  3.10  -3.16  0.036
H  1.53  3.51  -3.39  0.008
H  3.08  0.19  -0.14  -0.016
H  -0.63  3.72  -3.47  0.012
H  -3.07  3.92  -3.28  -0.001
H  -4.30  2.65  -1.55  0.009
H  -3.08  1.12  -0.05  -0.006
N  -1.42  1.28  3.08  0.007
C  -1.69  0.01  2.63  0.044
N  -2.43  -0.87  3.29  -0.002
N  -2.40  -1.97  2.52  0.015
N  -1.70  -1.76  1.46  0.000
N  -1.23  -0.50  1.48  -0.131
C  -0.46  2.08  2.50  0.027
N  -0.11  3.26  2.97  -0.001
N  0.83  3.69  2.12  0.011
N  1.04  2.83  1.18  0.016
N  0.22  1.77  1.39  -0.029
H  -1.74  1.53  3.99  0.000
F  6.29  -3.72  1.86  0.000
C  5.06  -3.51  1.41  0.000
C  4.52  -4.36  0.46  0.003
F  5.21  -5.43  0.07  0.000
C  3.26  -4.11  -0.04  -0.008
F  2.76  -5.00  -0.90  -0.001
C  2.49  -3.01  0.33  -0.001
P  1.06  -2.38  -0.65  0.186
C  -0.10  -3.78  -0.41  0.014
C  -0.13  -4.41  0.83  0.003
C  -1.03  -5.43  1.09  -0.002
C  -1.91  -5.84  0.10  0.002
C  -1.90  -5.21  -1.13  -0.001
C  -1.02  -4.18  -1.38  0.003
C  1.72  -2.65  -2.35  -0.077
C  2.51  -1.62  -2.87  0.019
C  3.08  -1.70  -4.13  -0.009
C  2.87  -2.83  -4.90  0.002
C  2.11  -3.88  -4.39  0.002
C  1.55  -3.79  -3.13  -0.006
C  3.04  -2.22  1.36  0.020
Br  1.93  -0.96  2.27  0.018
C  4.29  -2.47  1.89  -0.003
F  4.78  -1.72  2.88  0.000
H  0.56  -4.10  1.61  0.000
H  -1.04  -5.90  2.06  0.000
H  -2.61  -6.64  0.30  0.000
H  -2.60  -5.52  -1.90  0.000
H  -1.04  -3.67  -2.33  -0.001
H  2.68  -0.72  -2.28  0.010
H  3.67  -0.88  -4.51  0.011
H  3.30  -2.91  -5.89  0.000
H  1.96  -4.78  -4.98  0.000
H  1.00  -4.64  -2.74  0.000
C  -0.11  -0.06  -4.13  -0.035
N  -1.50  -0.39  -3.87  -0.019
C  -2.46  0.00  -4.88  0.000
C  -3.55  -1.06  -4.94  -0.002
C  -4.19  -1.12  -3.57  0.006
N  -3.21  -1.18  -2.51  0.007
C  -3.77  -1.52  -1.22  0.012
C  -1.89  -0.88  -2.66  -0.023
O  -1.03  -1.02  -1.76  -0.176
H  0.27  -0.66  -4.96  -0.001
H  0.47  -0.28  -3.24  0.063
H  -0.01  1.00  -4.36  0.007
H  -1.94  0.09  -5.83  -0.002
H  -2.90  0.98  -4.64  0.004
H  -3.09  -2.02  -5.19  0.000
H  -4.30  -0.82  -5.70  0.000
H  -4.82  -2.01  -3.49  0.001
H  -4.84  -0.25  -3.42  -0.002
H  -4.26  -2.49  -1.26  0.000
H  -4.50  -0.76  -0.92  0.001
H  -2.98  -1.57  -0.48  0.000



Among the records above, which one has the highest relative energy (zero: lowest compared OMol25 entry of this formula, charge and spin)? C37H31BrCrF4N12OP



Which value of net charge does entry 3 give? -1